(1)
Entry from OMol25: one molecule with the formula C11H12N2O2S (ωB97M-V/def2-TZVPD).

Element x y z (Å)
C 2.41684 -2.87550 0.68159
C 1.00902 -2.39688 0.49887
C 0.01030 -3.29163 0.13768
C -1.29356 -2.86663 -0.02727
C -1.61852 -1.53701 0.17004
C -0.62599 -0.63133 0.51949
O -0.90384 0.69873 0.78030
C -1.82802 1.36100 -0.03278
C -1.19017 2.56269 -0.64565
N 0.05900 2.83579 -0.71900
N 0.12092 4.02778 -1.35975
C -1.12896 4.47357 -1.67650
S -1.54688 5.83719 -2.44403
O -1.97745 3.51671 -1.20973
C 0.69772 -1.04880 0.68422
C 1.75297 -0.05413 1.05678
H 2.47391 -3.95444 0.56484
H 2.78569 -2.61091 1.67118
H 3.07706 -2.41433 -0.05244
H 0.25654 -4.33279 -0.01017
H -2.06520 -3.57100 -0.29900
H -2.64522 -1.21583 0.07223
H -2.68865 1.69701 0.56398
H -2.20304 0.72036 -0.84291
H 0.99626 4.48710 -1.54405
H 2.62388 -0.16107 0.41314
H 2.07445 -0.20966 2.08614
H 1.36094 0.95402 0.96280

Values from the calculation:
E_LUMO: 0.0250 Eh
F_max: 1.33 eV/Å
energy above the lowest of the compared OMol25 structures with the same formula, charge and spin: 1.518 eV
HOMO energy: -8.633 eV
HOMO-LUMO gap: 9.31 eV
SMILES: Cc1cccc(OCc2n[nH]c(=S)o2)c1C


(2)
Entry from OMol25: C41H39BrIKN4O2P2S2Se2 as an isolated structure (ωB97M-V/def2-TZVPD).

Element x y z (Å)
K -1.44396 -1.06790 -2.26631
Se 4.57361 0.86444 2.30202
P 2.63359 0.07039 2.61718
C 2.60910 -1.69458 3.05669
C 1.39045 -2.29508 3.36096
C 1.34942 -3.62062 3.76335
C 2.52994 -4.34619 3.87069
C 3.74396 -3.75070 3.56026
C 3.78588 -2.42103 3.15008
C 1.99363 0.84787 4.14195
C 2.61526 0.45840 5.33306
C 2.28863 1.07094 6.52995
C 1.34724 2.09718 6.55652
C 0.73688 2.49244 5.38336
C 1.05907 1.86147 4.18209
C 1.55986 0.12263 1.15159
C 0.33539 0.51044 0.55932
N 0.38031 0.08923 -0.72744
N 1.52981 -0.53574 -0.90844
N 2.25625 -0.51817 0.18475
P -1.15899 1.37961 1.04207
Se -2.85319 1.26318 -0.20943
C -1.66370 0.65515 2.62569
C -2.07560 1.39767 3.72477
C -2.56982 0.75277 4.85084
C -2.66454 -0.63269 4.86897
C -2.28176 -1.37434 3.75726
C -1.78285 -0.73696 2.63104
C -0.64460 3.12872 1.23968
C 0.67427 3.52562 1.06558
C 1.01322 4.87816 1.10267
C 0.03477 5.83234 1.31439
C -1.28678 5.44186 1.48148
C -1.62517 4.09426 1.43133
H 0.46606 -1.73061 3.26269
H 0.39658 -4.08971 3.97654
H 2.49912 -5.38340 4.18227
H 4.66230 -4.32197 3.62642
H 4.72147 -1.94022 2.88946
H 3.36441 -0.32393 5.31017
H 2.77444 0.75491 7.44581
H 1.09778 2.58495 7.49271
H 0.00320 3.29060 5.39028
H 0.58953 2.19042 3.27312
H -2.00333 2.48055 3.70775
H -2.87825 1.33159 5.71394
H -3.04702 -1.13574 5.74958
H -2.38635 -2.45273 3.74702
H -1.52938 -1.32541 1.74860
H 1.44445 2.78403 0.88814
H 2.04595 5.17300 0.96489
H 0.29763 6.88360 1.33653
H -2.05935 6.18558 1.63268
H -2.66094 3.78101 1.50528
C -3.95312 -5.44666 -0.51788
C -3.03286 -4.53606 -1.33669
S -2.10021 -3.36418 -0.38119
C -2.99710 -4.67683 -2.68091
C -3.86818 -5.73009 -3.34968
S -2.04425 -3.70631 -3.82779
H -3.89629 -5.16208 0.53134
H -3.66905 -6.50575 -0.59450
H -5.00317 -5.37140 -0.83362
H -4.17728 -6.53249 -2.67359
H -3.32640 -6.17287 -4.18946
H -4.77915 -5.27680 -3.76969
O -2.16775 2.97110 -4.27541
C -1.41487 2.12619 -3.55598
O -1.50619 0.93276 -3.64814
C -0.43808 2.79981 -2.58830
N -0.56733 4.27484 -2.62904
C 0.72251 4.85837 -3.06111
C 1.40219 3.71672 -3.80910
C 1.02031 2.50392 -2.95797
H -0.69805 2.39569 -1.61354
H -0.86629 4.63398 -1.73350
H -1.88393 3.85418 -3.94985
H 1.33339 5.14963 -2.19853
H 0.56065 5.74349 -3.67676
H 2.47969 3.85863 -3.89416
H 0.98732 3.61971 -4.81612
H 1.62733 2.47829 -2.04815
H 1.12971 1.54367 -3.45647
Br 3.83223 -0.63008 -6.57882
C 2.28501 -1.72686 -6.78412
C 2.00846 -2.17313 -8.07057
C 0.89461 -2.96924 -8.29454
C 0.07103 -3.31987 -7.23313
C 0.35425 -2.87323 -5.95145
C 1.46616 -2.06051 -5.71023
I 1.75023 -1.44949 -3.72578
H 2.66915 -1.89933 -8.88271
H 0.67834 -3.31730 -9.29876
H -0.79683 -3.94909 -7.38624
H -0.27413 -3.18866 -5.11972

Values from the calculation:
E_LUMO: 0.1279 Eh
F_max: 1.22 eV/Å
energy above the lowest of the compared OMol25 structures with the same formula, charge and spin: 1.676 eV
HOMO energy: 0.235 eV
HOMO-LUMO gap: 3.24 eV
total charge: -2


(3)
Entry from OMol25: one molecule with the formula C6H4O (ωB97M-V/def2-TZVPD).

Element x y z (Å)
C 2.82622 -0.91138 0.73254
C 2.05980 0.01366 0.64399
C 1.20206 1.19512 0.56645
O 1.55554 2.26194 1.01983
C -0.08058 0.92518 -0.05266
C -1.11092 0.42184 -0.42966
C -2.28030 -0.37713 -0.77220
H 3.54462 -1.69659 0.82569
H -3.21422 0.18862 -0.76078
H -2.34381 -1.17149 -0.02207
H -2.15843 -0.84977 -1.75113

Values from the calculation:
E_LUMO: -0.0088 Eh
F_max: 0.66 eV/Å
energy above the lowest of the compared OMol25 structures with the same formula, charge and spin: 2.392 eV
HOMO energy: -10.259 eV
HOMO-LUMO gap: 10.02 eV
SMILES: C#CC(=O)C#CC


HOMO-LUMO gap of number 3 (C6H4O)?
10.02 eV


Which value of F_max does entry 3 give?
0.66 eV/Å


Which formula does entry 3 have?
C6H4O